Entry 1:
The following is a DFT calculation (ωB97M-V/def2-TZVPD) of a molecular structure, C20H41N2OOsP3.

```
68
Properties=species:S:1:pos:R:3
Os -0.06970 0.10538 -0.22853
P 1.70109 0.87786 1.14602
P -0.98795 1.90238 -1.40271
P 1.39911 -0.48543 -1.91375
H -1.84014 -1.97331 -0.25298
C -0.77529 -1.89812 -0.50122
C 0.18576 -1.86222 0.58613
H -0.16954 -1.81714 1.61956
C 1.42384 1.17560 2.93036
C 2.35330 2.50680 0.62896
C 3.19685 -0.16440 1.25714
C -2.33958 1.21736 -2.43695
C -1.80554 3.25546 -0.47388
C 0.08804 2.86934 -2.54067
C 2.28226 -2.08405 -1.71294
C 2.77711 0.63936 -2.36673
C 0.53279 -0.70390 -3.51862
H -0.51542 -2.44596 -1.41567
H 1.13536 -2.39756 0.49537
H 0.96487 0.29740 3.39723
H 0.77445 2.04292 3.09362
H 2.39252 1.35782 3.41658
H 1.54622 3.24690 0.60865
H 2.82252 2.45004 -0.35607
H 3.10886 2.83584 1.35259
H 2.90974 -1.14291 1.65761
H 3.89362 0.31642 1.95728
H 3.67911 -0.27779 0.28194
H -2.88080 2.00080 -2.98569
H -3.03355 0.70898 -1.75641
H -1.93526 0.49196 -3.15165
H -2.20222 4.03695 -1.13865
H -1.09157 3.72379 0.21563
H -2.63566 2.85776 0.12056
H -0.43760 3.74130 -2.95584
H 0.42979 2.25675 -3.37913
H 0.96884 3.24286 -2.00501
H 2.88520 -2.27327 -2.61361
H 1.56042 -2.89998 -1.59072
H 2.94649 -2.04171 -0.83878
H 3.28010 0.26440 -3.27080
H 3.51157 0.67184 -1.55425
H 2.40741 1.64917 -2.57849
H 1.20516 -1.17705 -4.24984
H 0.19230 0.25876 -3.92201
H -0.33032 -1.36442 -3.36947
C -2.41768 -0.93228 -6.51144
C -3.50977 -1.22049 -7.35839
C -3.79474 -2.56971 -7.63390
C -2.97324 -3.59897 -7.13887
C -1.79889 -3.26923 -6.44416
C -1.47966 -1.93041 -6.23105
O -2.24195 0.17185 -5.69678
H -2.75982 0.95967 -5.94241
H -4.13295 -0.43749 -7.78731
H -4.67579 -2.84470 -8.22867
H -3.23956 -4.65394 -7.30023
H -1.14148 -4.04408 -6.04685
H -0.56688 -1.64694 -5.71962
N -2.28131 -0.55425 2.04030
C -2.89974 -0.07857 3.14097
C -2.54392 1.25697 3.25175
C -1.65988 1.51752 2.19508
N -1.51844 0.40154 1.42721
H -2.24138 -1.53056 1.76267
H -3.53687 -0.69943 3.75874
H -2.85761 1.96362 4.00729
H -1.10400 2.43529 2.01871
```

Summary:
HOMO energy (spin up / spin down), Ha: -0.7441 / -0.7525
Multiplicity: 5
Expectation value of S²: 6.031
Energy above the lowest of the compared OMol25 structures with the same formula, charge and spin, kcal/mol: 0.0
Charge: +4
Calculated total energy, Eh: -2084.5907

Entry 2:
The following is a DFT calculation (ωB97M-V/def2-TZVPD) of a molecular structure, C20H41N2P3SSm.

```
68
Properties=species:S:1:pos:R:3
Sm -0.71865 -0.23606 0.12065
P 1.76245 0.87521 1.87866
P -2.02646 1.86451 1.25128
P 0.77383 1.45761 -1.49808
H -0.03199 -4.26712 0.93308
C 0.82839 -3.93874 0.33861
C 1.77548 -3.09508 0.78688
H 1.79522 -2.65763 1.82153
C 2.28267 0.46064 3.60069
C 1.70125 2.68696 2.17472
C 3.44217 0.78577 1.12841
C -3.65204 1.50153 0.48093
C -2.50621 2.20754 2.97033
C -1.68976 3.53548 0.65154
C 2.12288 0.65154 -2.43731
C 1.46443 3.13161 -1.26060
C -0.54828 1.84179 -2.74073
H 0.87611 -4.25794 -0.71389
H 2.54915 -2.67089 0.13498
H 2.25475 -0.62000 3.77065
H 1.63398 0.94314 4.34323
H 3.31200 0.82171 3.73134
H 0.87403 2.93737 2.84657
H 1.55031 3.23593 1.24403
H 2.65592 2.97074 2.63525
H 3.72324 -0.27085 1.00198
H 4.12720 1.28043 1.83903
H 3.47381 1.27032 0.14259
H -4.26444 2.38657 0.66610
H -4.12460 0.63022 0.94623
H -3.58820 1.32238 -0.59903
H -3.20864 3.04825 2.94146
H -1.64209 2.49825 3.58621
H -2.98550 1.33010 3.42579
H -2.56236 4.12653 0.95655
H -1.57474 3.55365 -0.44047
H -0.78635 3.94278 1.12603
H 2.13960 1.00976 -3.47174
H 1.99200 -0.43797 -2.47086
H 3.10466 0.86834 -2.00143
H 1.66499 3.59403 -2.24447
H 2.42635 3.15042 -0.72213
H 0.72816 3.78249 -0.75365
H -0.04694 2.26623 -3.61274
H -1.24176 2.58016 -2.32801
H -1.18823 1.01799 -3.05347
C -0.69456 -2.42154 -3.53317
C -1.71173 -2.20640 -4.49893
C -1.77189 -3.00314 -5.63337
C -0.86503 -4.04729 -5.83266
C 0.16292 -4.20732 -4.91727
C 0.28467 -3.37553 -3.78565
S -0.59903 -1.40014 -2.11114
H -1.48307 -1.80981 -1.00853
H -2.42869 -1.41728 -4.30256
H -2.55037 -2.80831 -6.35211
H -0.95724 -4.70446 -6.70282
H 0.91519 -4.97716 -5.09866
H 1.13031 -3.47977 -3.10841
N -0.85191 -0.99809 4.56977
C -1.01713 -2.33040 4.26696
C -1.01942 -2.39337 2.90576
N -0.86756 -1.10827 2.38146
C -0.72716 -0.29163 3.44009
H -0.84887 -0.56458 5.49705
H -1.13323 -3.09558 5.01251
H -1.06434 -3.24990 2.27540
H -0.54967 0.77431 3.40950
```

Summary:
HOMO energy (spin up / spin down), Ha: -0.6375 / -0.6375
Multiplicity: 6
Expectation value of S²: 8.773
Energy above the lowest of the compared OMol25 structures with the same formula, charge and spin, kcal/mol: 21.1
Charge: +3
Calculated total energy, Eh: -2975.4081

Entry 3:
The following is a DFT calculation (ωB97M-V/def2-TZVPD) of 5 unconnected molecules or ions with the total composition C20H41NO18P.

```
81
Properties=species:S:1:pos:R:3
C 1.08536 -1.85496 -0.32081
C 0.37435 -2.15508 -1.65109
C -1.06955 -1.62318 -1.68570
N -1.74787 -2.33001 -2.74772
O -2.89200 -1.65872 -3.31782
P -3.99314 -1.06258 -2.31819
O -5.26698 -0.91217 -3.02237
O -3.46553 0.37267 -1.82724
O -4.02547 -1.91580 -0.99841
C -4.09046 -3.40032 -1.12066
O -4.82543 -3.86819 -1.95842
O -3.31336 -3.93710 -0.31691
H 1.39071 -2.77025 0.17736
H 1.96115 -1.23933 -0.50025
H 0.39797 -1.34241 0.34730
H 0.34641 -3.23101 -1.81888
H 0.88993 -1.73566 -2.51270
H -1.47404 -1.79021 -0.69009
H -1.01420 -0.56339 -1.91049
H -2.00720 -3.27570 -2.49239
H -3.93085 0.57142 -1.00620
C 4.30684 2.02509 -6.45788
C 3.57055 2.77346 -5.36707
O 2.15258 2.61819 -5.48699
C 1.66716 1.45972 -5.02489
O 2.31552 0.58295 -4.51458
O 0.35805 1.45150 -5.22845
C -0.29999 0.23362 -4.84001
H 3.93276 2.32021 -7.43916
H 5.37574 2.23434 -6.40744
H 4.15901 0.95051 -6.35882
H 3.76084 3.84176 -5.45780
H 3.90212 2.46178 -4.37707
H -0.05583 -0.03188 -3.81671
H -0.02173 -0.57293 -5.51518
H -1.36839 0.40651 -4.91673
C -2.73654 2.15101 3.75436
C -3.50924 1.63826 2.55718
O -2.76963 0.64939 1.83472
C -2.78257 -0.57701 2.36981
O -3.36925 -0.89002 3.37780
O -2.03994 -1.36310 1.61826
C -1.90330 -2.71217 2.08741
H -1.75203 2.50583 3.44666
H -3.27446 2.97013 4.23270
H -2.58793 1.35990 4.48821
H -3.68375 2.44708 1.84925
H -4.48037 1.24029 2.85034
H -2.87412 -3.16079 2.26788
H -1.28884 -2.72806 2.99010
H -1.41210 -3.26763 1.29747
C 6.97438 7.41677 -2.21867
C 5.95826 6.37141 -2.62554
O 6.58855 5.21714 -3.19918
C 7.11891 4.36163 -2.32756
O 7.10011 4.46430 -1.12962
O 7.68078 3.36849 -3.01604
C 8.34822 2.39613 -2.20785
H 7.62015 7.66710 -3.06127
H 6.47182 8.32150 -1.87723
H 7.60949 7.04981 -1.41341
H 5.30731 6.76413 -3.40408
H 5.32997 6.07621 -1.78631
H 7.69096 2.01923 -1.42827
H 9.24591 2.82682 -1.76691
H 8.62562 1.58251 -2.87108
C -5.37028 -2.27532 5.80315
C -4.13750 -3.08489 5.47331
O -3.41112 -3.44453 6.67056
C -3.89848 -4.46458 7.35814
O -4.86308 -5.12897 7.08204
O -3.12610 -4.64323 8.43982
C -3.57597 -5.67823 9.31088
H -5.10365 -1.40922 6.41105
H -5.84762 -1.93197 4.88666
H -6.08953 -2.86735 6.37019
H -3.45824 -2.48745 4.87500
H -4.38644 -3.97736 4.90061
H -3.72815 -6.60860 8.76840
H -4.49908 -5.38027 9.80676
H -2.79620 -5.81720 10.05475
```

Summary:
HOMO energy, Ha: -0.2077
Charge: -1
Calculated total energy, Eh: -2537.3234